Below is the ion C3H4N3OS with charge +1 at a distorted geometry, with properties calculated with ωB97M-V with the def2-TZVPD basis set.

Output
Orbital gap (alpha / beta) = 6.823 / 6.837 eV
Total charge = +1
Largest force on an atom = 8.36 eV/Å
E_tot = -753.9540 Eh

Each line ends with the natural charge from an NBO analysis.
Positions of all 12 atoms, in Å:
C -1.32 -0.91 1.37  -0.030
C -0.63 -0.48 2.50  -0.404
C 0.78 0.47 -2.09  0.528
N -0.83 -0.46 0.18  -0.192
N 1.04 0.84 -0.42  -0.307
N 0.20 0.37 0.42  -0.065
O 1.62 1.06 -2.81  -0.510
S 0.65 0.59 2.10  0.728
H -2.14 -1.52 1.44  0.247
H -0.83 -0.53 3.51  0.265
H -0.05 -0.04 -2.55  0.209
H 1.51 0.61 -3.66  0.529

Below is a structure of composition C3H4N3S at a distorted geometry, with properties calculated with ωB97M-V with the def2-TZVPD basis set.

Output
Orbital gap (alpha / beta) = 6.041 / 6.042 eV
Total charge = -1
Largest force on an atom = 3.94 eV/Å
E_tot = -678.9839 Eh

Each line ends with the natural charge from an NBO analysis.
Positions of all 11 atoms, in Å:
C 1.25 2.56 -0.34  -0.065
C 0.77 0.23 -0.09  0.154
C -1.38 1.07 -0.05  -0.133
N 1.22 1.39 -0.07  -0.349
N -0.56 0.07 -0.14  -0.365
N -0.61 -1.70 -0.48  -0.881
S -2.98 1.07 0.11  -0.361
H 1.14 3.12 0.51  0.128
H 1.36 -0.66 0.32  0.196
H -0.22 -1.68 -1.39  0.324
H -1.62 -1.68 -0.45  0.352

ΔE to the lowest compared entry with this formula, charge and spin in kcal per mole, matching the order above: 140.15; 147.32